This record from the Open Molecules 2025 dataset describes 18 unconnected molecules or ions with the total composition C40H126N10O18 in a non-equilibrium geometry. The level of theory is the ωB97M-V functional and the def2-TZVPD basis.

Cartesian coordinates (Å):
C -4.4946 -1.8231 2.3826
C -3.9500 -2.6786 1.3090
C -4.8830 -3.6995 0.6613
O -5.1248 -4.6698 1.6925
C -5.3659 -5.9924 1.1037
N -3.3630 -1.8551 0.2704
H -5.0780 -1.0461 1.8885
H -3.7866 -1.3117 3.0347
H -5.1720 -2.3565 3.0494
H -3.2330 -3.3021 1.8432
H -4.3297 -4.0614 -0.2053
H -5.8018 -3.1615 0.4280
H -5.4540 -6.7779 1.8542
H -4.6667 -6.4298 0.3910
H -6.3029 -5.9156 0.5521
H -4.0211 -1.4001 -0.3460
H -2.9486 -2.5155 -0.3718
C 3.0171 0.6906 5.7739
C 3.9308 1.3303 4.7782
C 3.9841 0.8394 3.3595
O 4.2545 -0.5444 3.1492
C 5.4943 -1.0474 3.6979
N 3.5807 2.7535 4.7214
H 1.9444 0.8550 5.6712
H 3.2553 0.8449 6.8263
H 3.2199 -0.3726 5.6444
H 4.9756 1.3263 5.0888
H 4.7779 1.3620 2.8258
H 3.0544 1.1263 2.8682
H 6.3162 -0.4808 3.2604
H 5.7887 -2.0871 3.5548
H 5.4093 -0.8456 4.7657
H 4.0100 3.1042 3.8771
H 3.9848 3.2649 5.4929
C 1.5779 6.4729 1.3827
C 0.3137 7.3016 1.2836
C 0.4590 8.4404 0.2355
O -0.0702 9.6924 0.6796
C 0.5592 10.3446 1.7460
N -0.8909 6.5115 1.0461
H 1.6729 5.6659 0.6563
H 1.6428 5.9620 2.3434
H 2.4604 7.0935 1.2274
H 0.2864 7.6643 2.3112
H 0.1689 8.0589 -0.7435
H 1.4910 8.7493 0.0694
H 0.0435 10.1372 2.6837
H 0.4660 11.4133 1.5528
H 1.6193 10.1345 1.8878
H -1.7089 7.0753 1.2280
H -0.9211 5.8471 1.8062
C -0.4990 -3.3110 3.7054
C 0.3055 -2.0713 3.2343
C 0.1753 -0.8308 4.1338
O -1.0389 -0.0472 4.0412
C -0.9803 1.1146 4.8422
N 1.7041 -2.4803 3.1862
H -0.2561 -4.2282 3.1688
H -1.5509 -3.0600 3.5694
H -0.4063 -3.4375 4.7841
H 0.1000 -1.9318 2.1730
H 0.9863 -0.1348 3.9194
H 0.2726 -1.0093 5.2046
H -2.0175 1.4022 5.0145
H -0.3623 1.8689 4.3552
H -0.5315 1.0226 5.8312
H 1.8649 -2.9375 4.0723
H 2.2504 -1.6405 3.0583
C -0.0478 -4.4892 -2.5014
C -1.2974 -4.5585 -1.5703
C -1.2512 -5.5304 -0.3446
O -1.0709 -6.9193 -0.7176
C -1.3504 -7.9485 0.2367
N -1.4007 -3.1786 -1.1665
H -0.1672 -4.1318 -3.5242
H 0.3544 -5.5016 -2.4641
H 0.7981 -3.9658 -2.0556
H -2.0721 -4.9749 -2.2141
H -2.0061 -5.2660 0.3958
H -0.3301 -5.1454 0.0930
H -1.3431 -8.9302 -0.2369
H -2.3249 -7.6191 0.5972
H -0.5967 -7.9024 1.0228
H -0.9880 -2.5533 -1.8438
H -0.7765 -3.1317 -0.3738
C 1.0201 1.7004 0.9234
C 0.2258 1.2523 -0.3353
C 0.2012 -0.2763 -0.6858
O 0.0089 -0.5731 -2.1200
C 0.9876 -0.0414 -3.0111
N -1.0949 1.8113 -0.4330
H 0.4203 1.6011 1.8281
H 1.1197 2.7760 0.7772
H 1.9506 1.1487 1.0569
H 0.6896 1.7834 -1.1666
H -0.4580 -0.9090 -0.0914
H 1.1264 -0.7053 -0.3012
H 1.9956 -0.3617 -2.7479
H 0.9011 1.0400 -3.1173
H 0.6664 -0.5459 -3.9224
H -1.4598 1.4476 -1.3018
H -1.7543 1.4935 0.2630
C -3.2350 -2.3410 -4.2386
C -3.8879 -1.0765 -3.6526
C -3.0777 0.2390 -3.8335
O -3.7772 1.3740 -3.3719
C -3.4318 2.6080 -4.0808
N -5.0433 -0.9713 -4.4544
H -3.0944 -2.2442 -5.3152
H -3.8496 -3.2345 -4.1293
H -2.2264 -2.4708 -3.8461
H -4.2474 -1.1841 -2.6292
H -2.8019 0.3347 -4.8837
H -2.1182 0.0906 -3.3381
H -2.4954 3.0661 -3.7623
H -4.3385 3.1891 -3.9125
H -3.4837 2.5366 -5.1672
H -4.7568 -0.9278 -5.4219
H -5.4658 -0.0749 -4.2590
C 4.1020 -2.5869 -4.9300
C 3.5223 -2.3679 -6.3100
C 1.9801 -2.1819 -6.3678
O 1.1838 -3.2198 -5.8986
C -0.1966 -2.8968 -6.1295
N 4.1931 -1.1204 -6.8327
H 4.0379 -3.6368 -4.6444
H 3.5572 -2.0468 -4.1557
H 5.1280 -2.2385 -4.8113
H 3.7743 -3.0999 -7.0774
H 1.8292 -1.8644 -7.3995
H 1.8163 -1.2358 -5.8520
H -0.1072 -2.6275 -7.1819
H -0.4437 -1.9904 -5.5768
H -0.9141 -3.7051 -5.9881
H 3.6944 -0.3052 -6.5056
H 5.0147 -1.0016 -6.2574
C -4.7077 4.6647 1.9758
C -4.8392 3.8538 0.7093
C -3.8116 4.2063 -0.4177
O -3.9649 5.5005 -0.8892
C -3.3362 5.6882 -2.2071
N -4.9117 2.4007 1.0454
H -4.6449 5.7290 1.7489
H -3.7830 4.3960 2.4866
H -5.5488 4.4869 2.6458
H -5.8150 4.1326 0.3117
H -3.9993 3.4344 -1.1640
H -2.8187 4.0718 0.0113
H -2.3645 5.1943 -2.1988
H -3.3363 6.7080 -2.5920
H -3.7446 5.1468 -3.0605
H -4.0984 2.1790 1.6016
H -4.7433 1.7296 0.3096
C 3.5615 -2.9805 -0.0193
C 3.3328 -4.3619 0.4972
C 4.2304 -4.6330 1.8317
O 4.4028 -6.0558 2.0051
C 5.4375 -6.6192 1.2341
N 1.9528 -4.5849 0.8166
H 3.1493 -2.9113 -1.0260
H 4.6121 -2.7358 0.1371
H 3.1868 -2.2841 0.7309
H 3.6772 -5.0043 -0.3132
H 3.6116 -4.3426 2.6807
H 5.1767 -4.0929 1.8609
H 6.3891 -6.0884 1.2628
H 5.1565 -6.6860 0.1831
H 5.4415 -7.6905 1.4353
H 1.7065 -3.9642 1.5743
H 2.1008 -5.4804 1.2596
O 4.8272 0.0066 0.1412
H 4.5579 -0.0746 1.0561
H 5.5518 -0.6119 0.0485
O -0.4067 0.8217 -6.0800
H -0.9472 0.0574 -6.2794
H -0.1893 1.1918 -6.9356
O -1.3919 4.0989 3.0482
H -0.6142 3.6670 3.4016
H -1.6587 3.5480 2.3122
O 0.1338 4.7609 -1.2676
H -0.2279 3.9466 -0.9177
H -0.0323 5.4104 -0.5844
O 3.5552 2.4871 -2.1807
H 2.6452 2.5512 -1.8908
H 3.9663 1.8941 -1.5517
O -2.6708 0.8270 2.0241
H -2.0346 0.7441 2.7345
H -2.9176 -0.0742 1.8166
O 1.3482 3.5471 3.3366
H 2.0704 3.3498 3.9330
H 1.5878 4.3838 2.9381
O 3.9559 3.5837 1.3737
H 4.1569 2.8651 0.7742
H 4.3523 4.3539 0.9665

Results
- multiplicity = 2
- lowest unoccupied orbital energy (spin up / spin down) (eV) = 1.748 / 1.735
- net charge = -1
- largest force on an atom (hartree/bohr) = 0.0589
- Kohn-Sham gap (spin up / spin down) (eV) = 1.695 / 8.615
- E (Ha) = -3501.10853

Here are the Mulliken charges for atoms 1 to 99, given in e:
1 C -1.7128
2 C 1.1217
3 C -0.7604
4 O -0.3537
5 C -0.8400
6 N 0.4023
7 H 0.3835
8 H 0.3404
9 H 0.4513
10 H -0.2172
11 H 0.3665
12 H 0.4187
13 H 0.2875
14 H 0.2562
15 H 0.3460
16 H 0.0877
17 H -0.4562
18 C -0.9184
19 C -0.7124
20 C 0.3462
21 O 1.8126
22 C -3.1970
23 N -0.2117
24 H 0.0019
25 H 0.5109
26 H 0.2462
27 H 0.4484
28 H 0.9972
29 H -1.7451
30 H 0.6016
31 H 0.1432
32 H 0.2101
33 H 0.0138
34 H 0.2746
35 C -1.4949
36 C 0.6952
37 C -0.9268
38 O -0.4227
39 C -0.7609
40 N -0.2890
41 H 0.4376
42 H 0.1637
43 H 0.4185
44 H 0.4008
45 H 0.3344
46 H 0.4684
47 H 0.2571
48 H 0.2690
49 H 0.3375
50 H 0.2442
51 H 0.0880
52 C -1.6161
53 C 1.7751
54 C 0.1875
55 O -0.3851
56 C -0.8519
57 N 0.6384
58 H 0.4168
59 H 0.3247
60 H 0.3988
61 H -1.2159
62 H -0.5376
63 H 0.2640
64 H 0.2420
65 H 0.2650
66 H 0.4570
67 H 0.2634
68 H -0.6696
69 C -1.5312
70 C 0.4598
71 C 0.2583
72 O -0.4398
73 C -0.5298
74 N 1.2120
75 H 0.1613
76 H 0.5493
77 H 0.1043
78 H 0.2779
79 H 0.2870
80 H -0.2169
81 H 0.2315
82 H 0.1651
83 H 0.2326
84 H -0.5346
85 H -0.5985
86 C 1.2067
87 C -0.9104
88 C 0.1345
89 O 0.6309
90 C 0.0532
91 N 1.3467
92 H -0.3696
93 H -0.1517
94 H -0.3256
95 H -0.1993
96 H -0.8664
97 H 0.2494
98 H 0.4267
99 H 0.2530


This record from the Open Molecules 2025 dataset describes a molecular structure, C40H24BrCl7N6O4Ti in a non-equilibrium geometry. The level of theory is the ωB97M-V functional and the def2-TZVPD basis.

Cartesian coordinates (Å):
Ti -0.5413 -0.4703 -0.1741
Cl 2.1714 -2.8462 5.8815
C 1.9076 -2.5766 4.1768
C 0.8521 -1.7656 3.7928
C 0.5962 -1.5152 2.4446
N -0.3715 -0.6271 1.9481
C -1.3631 -0.2092 2.7865
O -1.7514 -0.7677 3.8098
C -2.1090 1.0583 2.4162
C -3.4896 1.0984 2.6047
C -4.1593 2.2727 2.3212
C -3.4270 3.3767 1.9004
C -2.0516 3.2470 1.7802
N -1.4032 2.1093 2.0265
C 1.4234 -2.1152 1.4751
C 2.4802 -2.9280 1.8792
C 2.7200 -3.1577 3.2235
Cl 4.0469 -4.1999 3.6696
N 1.1731 -1.7349 0.1539
C 1.7911 -2.3701 -0.8590
O 2.3725 -3.4528 -0.8374
C 1.8153 -1.5615 -2.1347
C 2.5878 -2.0018 -3.1975
C 2.7275 -1.1729 -4.2996
C 2.0996 0.0596 -4.2869
C 1.3200 0.4023 -3.1924
N 1.1645 -0.3962 -2.1383
H 0.2272 -1.3313 4.5518
H -4.0003 0.2076 2.9424
H -5.2377 2.3244 2.4106
H -3.9091 4.3163 1.6616
H -1.4348 4.0796 1.4561
H 3.1051 -3.4046 1.1433
H 3.0663 -2.9670 -3.1163
H 3.3289 -1.4794 -5.1472
H 2.1889 0.7598 -5.1069
H 0.7941 1.3456 -3.1661
O -4.6081 -1.6185 1.0567
C -5.2187 -0.5038 0.6047
C -6.5258 -0.2643 1.0269
C -7.2154 0.8528 0.5856
C -6.6075 1.7493 -0.2830
C -5.3038 1.5106 -0.6976
C -4.5896 0.4003 -0.2626
C -3.1689 0.1649 -0.7333
O -2.4153 -0.5333 0.2271
N -2.5139 1.4302 -1.0079
N -1.0995 1.1832 -0.9773
C -0.4417 2.3295 -1.4218
C 0.8352 2.6842 -1.1166
Br 1.6484 1.6103 0.3028
C 1.7129 3.6106 -1.6907
C 1.6399 4.1962 -2.9844
C 2.6845 5.0753 -3.3927
C 2.7344 5.6412 -4.6459
C 1.7464 5.3754 -5.5991
C 0.7103 4.5283 -5.2290
C 0.6371 3.9659 -3.9630
H -3.6473 -1.5242 0.8515
H -6.9764 -0.9746 1.7091
H -8.2306 1.0238 0.9257
H -7.1387 2.6247 -0.6357
H -4.8174 2.2000 -1.3772
H -3.1837 -0.4215 -1.6588
H -2.7103 2.0654 -0.2318
H -1.0400 2.9855 -2.0390
H 2.5945 3.8588 -1.1118
H 3.4747 5.2887 -2.6800
H 3.5611 6.2998 -4.8949
H 1.7834 5.8203 -6.5858
H -0.0773 4.3007 -5.9407
H -0.2023 3.3235 -3.7374
Cl -1.3319 -3.5445 0.5172
C -1.3707 -3.3171 -1.2099
C -1.2149 -2.0271 -1.7157
C -1.4360 -1.9191 -3.0887
Cl -1.5144 -0.3478 -3.8425
C -1.6549 -3.0189 -3.9206
Cl -1.8633 -2.8277 -5.6291
C -1.7099 -4.2943 -3.3718
Cl -1.9541 -5.6762 -4.3824
C -1.5953 -4.4455 -1.9947
Cl -1.7354 -6.0165 -1.2914

Results
- multiplicity = 1
- energy relative to the best compared isomer or geometry (same formula, charge and spin) (kcal/mol) = 2.6
- lowest unoccupied orbital energy (spin up / spin down) (eV) = 3.847 / 3.847
- net charge = -2
- largest force on an atom (hartree/bohr) = 0.0213
- Kohn-Sham gap (spin up / spin down) (eV) = 4.752 / 4.752
- E (Ha) = -8813.23625

What are the Mulliken partial charges on each atom? They are as follows, in elementary charge units:
1 Ti -2.0675
2 Cl -0.2673
3 C -0.1306
4 C -0.8842
5 C 0.4938
6 N 0.8527
7 C -0.5808
8 O -0.7425
9 C 1.2780
10 C -0.3918
11 C -0.0884
12 C -0.7490
13 C -0.4824
14 N -0.2355
15 C -0.0330
16 C -1.1589
17 C -0.0435
18 Cl -0.2704
19 N 0.6939
20 C -0.3933
21 O -0.8270
22 C 0.5450
23 C -0.7968
24 C -0.6544
25 C -1.0896
26 C -0.7245
27 N 0.7935
28 H 0.5921
29 H 0.4504
30 H 0.4629
31 H 0.3855
32 H 0.4053
33 H 0.6146
34 H 0.5475
35 H 0.4053
36 H 0.5751
37 H 0.8369
38 O -0.8129
39 C 0.3828
40 C -0.5468
41 C -0.4833
42 C -0.8736
43 C -0.3967
44 C -0.2245
45 C 0.7343
46 O 0.5146
47 N -0.6259
48 N 2.2370
49 C -2.0555
50 C 1.5169
51 Br -0.2015
52 C -1.6888
53 C 1.4257
54 C -0.9878
55 C -0.3558
56 C -0.5445
57 C -0.7966
58 C -0.0542
59 H 0.1042
60 H 0.4428
61 H 0.3476
62 H 0.3918
63 H 0.3913
64 H 0.2150
65 H -0.0035
66 H 0.5144
67 H 0.1517
68 H 0.2914
69 H 0.3295
70 H 0.3585
71 H 0.3422
72 H 0.0600
73 Cl -0.2031
74 C 0.9129
75 C -0.8973
76 C 1.3311
77 Cl -0.1125
78 C -0.1741
79 Cl -0.2390
80 C 0.4531
81 Cl -0.2377
82 C -0.0143
83 Cl -0.2399